Entry 1:
116
Properties=species:S:1:pos:R:3 method="wB97M-V/def2-TZVPD" energy_ev=-195174.532 gap_ev=7.03 lumo_ev=-0.918 homo_ev=-7.950 de_lowest_kcal_mol=3.4
H 4.6414 3.6985 1.8310
H 1.5122 4.1288 -3.5049
C 4.2359 -2.9432 -2.1964
C -1.8483 2.2376 0.8221
H 1.4482 6.6532 -0.1229
H 4.3196 -2.6966 -3.2504
C -1.3613 1.6796 -5.0542
C -1.7526 2.4804 -0.6605
H 3.1907 -2.8359 -1.9187
C -4.1914 0.9210 -1.9240
H -2.2003 1.1691 4.4541
H 0.8031 2.5025 0.7455
H -2.3059 4.2322 1.3939
C -0.8551 -3.9661 1.4586
H -5.3357 -1.4480 3.8142
C 3.8789 -1.9381 0.8491
C -0.9201 1.7257 -3.7391
C -3.1476 -3.3043 1.9239
N -1.4106 1.3712 -1.3344
C -5.0678 2.1795 -1.8861
H -5.6633 -0.2443 -3.0158
C -3.1500 1.1080 -3.0056
N -1.4911 -1.5743 1.5400
H -5.0152 -3.1814 3.9595
N 3.7964 -0.5046 0.9132
C 5.1283 -2.0220 -1.3752
H 2.4685 -3.9675 2.3034
H 2.9855 -2.3008 0.3414
H -4.4999 -4.9076 2.3023
C 5.1436 -2.3807 0.1109
C 0.6111 -3.6956 1.2074
H 1.3557 0.3647 -4.1048
H 0.9834 -5.5410 0.1344
C -3.4829 -4.6411 2.0612
C -2.1621 3.2220 1.7468
H -5.6304 2.2729 -2.8122
H 2.5182 1.6815 -3.9156
H -2.9852 1.2919 -6.3857
H -3.7080 -2.0290 4.2039
C -4.2435 -2.2829 2.1344
C 1.5729 3.2749 0.6745
C -4.6054 -2.2326 3.6233
C -3.5503 1.0774 -4.3329
H 1.9380 3.4636 1.6878
H 6.2975 3.1584 3.5823
C 0.4727 2.2249 -3.4598
C 1.1227 -4.4740 -0.0053
C 0.9771 4.5577 0.0991
H 6.0131 -1.9251 0.5916
H -5.9290 -3.5306 1.5266
H 2.3741 2.4774 -1.1790
H -2.8209 -6.6746 2.0182
C -1.8141 -2.9569 1.6317
C -2.1083 1.5188 3.4378
H 0.7518 -2.6220 1.0270
H 6.8378 0.8409 4.1339
H 3.5063 3.5046 -0.2716
H -3.8786 -1.2902 1.8428
C -2.6601 1.3328 -5.3567
H 2.8608 5.6046 -0.1488
H 1.4432 1.6482 -5.3118
C 1.3995 -4.0849 2.4601
H 3.8856 -2.3195 1.8721
C -5.4652 -2.5845 1.2610
H 4.5308 -3.9802 -2.0588
H 0.0168 4.7533 0.5772
H 5.7615 -1.0390 2.9533
H -0.6750 1.9301 -5.8460
H -0.5160 -6.0789 1.4927
C 1.8881 5.7603 0.3155
H 1.0967 -3.4680 3.3010
C 4.5644 0.2822 1.7383
C -2.5436 -5.6361 1.9025
N -1.7123 0.9685 1.1739
H 0.5920 -4.1773 -0.9057
Se 1.8651 -0.2863 -1.2095
H -4.4380 3.0607 -1.7783
O -1.6631 -1.3199 3.8211
C 6.1058 1.0404 3.3676
C -1.8069 1.3919 -2.7132
Ta -0.6595 -0.3606 -0.1668
C 4.8725 2.6754 2.0772
C 4.2572 1.6165 1.4245
H -5.7674 2.1437 -1.0539
C 0.5368 3.7233 -3.7656
O -2.0144 3.5819 -1.1267
H 1.2124 -5.1249 2.7102
Se -1.1343 -2.0541 -1.7268
F 0.7350 -0.0843 1.3888
H -5.6459 -0.5404 -1.2805
H -0.2324 4.2472 -3.2033
H 5.2333 -3.4612 0.2212
C -1.2454 -5.2920 1.6010
C -2.3007 2.8435 3.0750
H 2.1855 -4.3034 -0.1555
N 3.3249 1.5790 0.4134
C 3.0415 0.2888 0.1294
H -3.6967 0.8186 -0.9485
C 1.5127 1.4332 -4.2501
H -2.5503 3.5810 3.8224
H -6.2106 -1.8008 1.3858
C 2.7262 2.7459 -0.1802
H 2.0331 5.9397 1.3809
C 5.7987 2.3631 3.0533
C -1.6301 -0.8805 2.6783
H -4.3526 -1.1946 -2.2983
H 4.7928 -0.9874 -1.5018
H 6.1500 -2.0861 -1.7528
H 0.3587 3.9109 -4.8206
H 0.7866 4.4303 -0.9664
H -4.5788 0.8574 -4.5710
C -5.0179 -0.3450 -2.1468
C -1.8055 0.5977 2.4386
H -5.1730 -2.6326 0.2138
C 5.5014 -0.0197 2.7186
H 0.6722 2.0846 -2.3919

Entry 2:
11
Properties=species:S:1:pos:R:3 method="wB97M-V/def2-TZVPD" energy_ev=-8330.038 gap_ev=10.00 lumo_ev=-0.233 homo_ev=-10.229 de_lowest_kcal_mol=55.4
C -2.0117 -0.4437 -1.0637
C 1.9423 0.1408 0.9406
C -1.0364 0.3842 -0.3702
C 1.0778 1.3200 0.8856
H 3.0487 -1.8433 0.8743
C 2.5316 -0.9093 0.9115
C -0.1612 0.9729 0.2157
O 1.3707 2.4063 1.3312
H -2.2519 -1.3058 -0.4347
H -1.5789 -0.8188 -1.9961
H -2.9310 0.0967 -1.2941

Entry 3:
67
Properties=species:S:1:pos:R:3 method="wB97M-V/def2-TZVPD" energy_ev=-189199.224 gap_ev=5.93 lumo_ev=-7.513 homo_ev=-13.446 charge=+2 de_lowest_kcal_mol=34.1
C -5.7189 -3.2065 -2.6390
C -5.4635 2.8128 -2.6353
H 1.0414 -2.1249 1.6629
C -0.0702 -0.1763 4.7192
H -7.4981 -2.8993 -1.4774
H -0.6198 6.4068 -1.0874
H -6.5635 -1.0485 -0.1833
C -3.2864 0.0865 1.8699
C 0.7256 -1.5875 2.5519
H 1.3508 -3.1274 3.8935
C -4.4223 -2.7817 -2.8737
C -0.9725 3.0618 -1.2391
H 4.3833 0.3359 1.7251
N -4.3840 -0.1221 1.0987
Se 0.7241 3.2210 2.4921
H 6.4673 0.2824 -0.1817
H 4.8100 -1.9311 -1.5851
C -3.8807 -1.7362 -2.1346
C -4.1351 0.0661 -0.3338
H -6.1386 -4.0183 -3.2170
C -6.4813 -2.5803 -1.6617
C -4.6241 2.5339 -0.0079
C -2.6342 0.2031 -0.2312
S 2.2030 1.0096 0.6516
N 0.1596 -0.3879 2.3576
N 4.5980 0.0388 0.7853
C -5.9443 -1.5389 -0.9252
Se -1.1545 1.9924 3.2217
O -1.7657 0.2756 -1.2034
H 0.3057 5.7308 1.1196
H 6.0553 -1.4060 0.2386
H 0.6343 -1.8165 5.9051
C -0.0479 4.9891 0.4171
H -2.8736 -1.4055 -2.3447
C 3.5986 0.1748 -0.0643
C -0.0007 3.6487 0.7652
H -4.3102 2.4373 1.0250
H 5.5425 -0.4176 -2.1913
C 0.9079 -2.1465 3.7976
H -5.0374 4.6246 0.1899
C 0.5048 -1.4196 4.9074
C -4.6422 1.4252 -0.8508
H -0.4045 0.4204 5.5558
C -5.0330 3.7727 -0.4771
H -5.7998 2.9150 -3.6583
C 4.6199 -0.9775 -2.0697
C -5.0572 1.5697 -2.1688
H 6.5159 -0.2598 1.4923
H 2.8016 0.0769 -1.8569
O -3.1900 0.1607 3.0712
H -5.3037 -0.1690 1.5068
H -1.4983 4.6103 -2.6053
N -0.4411 2.6760 -0.0605
C -1.0594 4.3771 -1.6460
H 4.2086 -1.1752 -3.0550
N -2.1856 0.2921 0.9705
C -5.4554 3.9138 -1.7922
H -1.3558 2.2785 -1.8746
C 5.9914 -0.3675 0.5480
C -0.2353 0.3094 3.4286
In -0.0450 0.2945 0.0016
C -4.6371 -1.1144 -1.1506
H -3.8256 -3.2601 -3.6388
H -5.0761 0.7150 -2.8315
N 3.6098 -0.2058 -1.3302
C -0.5745 5.3630 -0.8069
H -5.7916 4.8762 -2.1536

Entry 4:
96
Properties=species:S:1:pos:R:3 method="wB97M-V/def2-TZVPD" energy_ev=-104231.762 gap_ev=5.87 lumo_ev=1.624 homo_ev=-4.246 charge=-1 de_lowest_kcal_mol=5.2
H 0.4600 3.6367 4.6605
C 3.7094 0.6057 -3.1137
C -1.7386 2.1944 -3.2805
C 3.1666 -1.0975 3.8532
H 7.2822 -2.4763 1.4792
C 5.6581 -2.9122 0.1500
H -1.5027 5.1619 4.4227
C -2.9661 -3.5957 1.0358
H 5.5463 -1.8869 -0.1724
C 3.1354 -1.2600 5.2236
H -4.4874 6.0805 0.8166
H 2.2389 1.1009 -1.5920
C 6.6303 -3.2450 1.0834
H -5.6601 1.2983 0.9893
H -3.3129 6.0741 2.9939
C -4.3052 -1.4461 1.2448
S -0.7901 -0.1011 3.1067
H -0.1337 -0.5474 5.6723
H 4.0792 -1.2675 3.2971
C -0.0501 3.7698 3.7170
N -1.5858 2.9875 -0.9716
C -1.8942 3.1580 -2.2024
H 4.0271 -1.5538 5.7637
C 5.9200 -5.5400 1.0118
C -1.9986 1.8591 -5.6616
H -5.3886 -0.9586 -1.1979
H 1.0608 -0.5383 -2.7947
H 7.5063 -4.8093 2.2591
H 6.0177 -6.5629 1.3541
H -4.1150 -0.2643 -2.2143
C -4.6390 -0.1647 -1.2626
C -3.1328 4.6816 -0.1032
C -1.3049 3.9110 1.2703
C -1.1259 4.5894 3.5829
H 3.4135 -0.0640 -1.0663
H 4.3144 -5.9669 -0.3624
S 0.7945 -3.1803 -2.5690
C 2.0471 -0.7151 3.1047
C 2.8219 0.2412 -1.9275
C 2.3367 -0.5637 1.6186
C -2.9486 5.4861 2.1598
C 3.7838 -3.6199 -1.4118
N 3.0169 -2.5045 -1.1876
C -3.5933 5.4869 0.9594
C 0.8063 -0.5166 3.7611
H -2.2606 -3.2059 0.3012
N 1.8801 -0.8133 -2.2704
H -6.9887 0.6173 0.0305
C -6.2017 1.3764 0.0461
O -3.0868 0.8254 0.6736
H -3.0368 -4.6728 0.8808
C 4.6242 -0.5373 -3.5319
Sr -0.5690 0.8448 0.2758
C -1.7978 4.6815 2.3403
C -4.3351 -2.9363 0.9123
H 5.1882 -0.2886 -4.4324
O -1.0551 0.3154 -1.9721
C 1.9293 -1.0497 5.8808
C 6.7568 -4.5536 1.5198
H -1.5556 -0.1079 -6.4004
H -5.0480 -3.4086 1.5927
H 5.3428 -0.7722 -2.7430
Cl -2.4106 2.4822 -7.2419
H 4.0597 -1.4487 -3.7384
C 4.8195 -3.8946 -0.3557
H 3.0796 0.9134 -3.9545
N -0.1808 3.1560 1.4115
O 1.5148 0.0686 0.8968
H -6.6852 2.3545 0.0253
O 3.6904 -4.3445 -2.3803
H 4.3037 1.4808 -2.8342
H -4.4392 1.9449 -1.0456
C -1.3391 0.8185 -3.1091
H -5.7696 1.4285 -2.0740
H -0.9874 -1.0164 -4.1743
C -5.2532 1.2213 -1.1332
H -2.3777 3.7053 -4.6774
H 1.8522 -1.1687 6.9562
C 0.3923 3.0521 2.5831
H -2.3346 4.1074 -2.5331
H 3.1867 -1.9464 -0.3339
H -4.7395 -3.0887 -0.0948
S -3.3869 -0.5138 0.0073
C -1.2913 0.0187 -4.2884
C 1.9328 -2.1194 -1.9992
C -2.0663 2.6736 -4.5595
H -2.5354 -3.4160 2.0224
H -3.7254 -1.2586 2.1526
H -5.2999 -1.0139 1.3614
O 3.3964 -1.0455 1.1674
H 1.2597 2.4035 2.6412
C 0.8091 -0.6940 5.1604
H -3.7145 4.6404 -1.0154
C -2.0029 3.9079 0.0120
C 4.9633 -5.2143 0.0663
C -1.6063 0.5268 -5.5244

Entry 5:
47
Properties=species:S:1:pos:R:3 method="wB97M-V/def2-TZVPD" energy_ev=-45625.728 gap_ev=6.78 lumo_ev=-4.405 homo_ev=-11.189 charge=+1 de_lowest_kcal_mol=0.0
H -3.8711 -0.7290 0.2646
C -2.9099 -0.2509 3.3364
H 2.8100 -1.4699 -3.8988
S -1.9416 1.2984 -0.8519
C 0.0035 0.8318 -2.7288
C -1.4450 2.7476 -3.0829
C -3.9860 -0.4094 2.4753
H -2.8768 -0.1148 4.4032
N 0.3925 -0.2467 -1.9375
C 1.1432 -3.6097 2.4045
H -0.2848 -0.3810 4.3148
N -1.7764 -0.3161 2.6412
N 0.3021 -1.9098 1.2049
C 0.2302 2.2341 -4.7198
H 2.0448 3.7902 2.8146
C 1.3404 2.3194 1.2926
H 1.5583 -4.5659 2.6614
H -2.2587 3.3813 -2.7570
Au -0.6565 -0.3922 -0.0858
H 0.8392 -3.7024 0.2267
N 0.3165 -1.5627 2.5168
C -0.7892 3.0345 -4.2866
H 1.6370 2.7011 0.3294
C 1.8079 -2.1955 -1.5802
B -0.2941 -0.2825 3.1280
C -3.4158 -0.5766 1.2265
H 2.0879 -1.8945 -0.5740
H 0.7420 2.4360 -5.6507
C 2.0245 -0.7894 -3.6075
H 0.9886 -2.9109 -1.5338
N 0.6795 1.1757 1.3823
H -5.0303 -0.4207 2.7236
C -1.0684 1.6657 -2.3208
C 1.3698 -1.0250 -2.3787
C 0.9518 1.9760 3.4236
C 1.5399 2.8761 2.5626
C 0.6391 1.1202 -3.9542
H -1.1038 3.8893 -4.8677
H 0.9067 -2.4578 4.3104
C 0.7871 -3.1551 1.1471
H 0.8645 1.9744 4.4964
C 0.8216 -2.5624 3.2434
N -2.0823 -0.5390 1.3481
H 2.6590 -2.6819 -2.0475
H 2.1813 0.4642 -5.3219
C 1.6784 0.2695 -4.3837
N 0.4433 0.9661 2.6912